(1)
A cluster of 2 separate species, C4H12 in total in a non-equilibrium geometry, computed with ωB97M-V/def2-TZVPD.

As for the structure (SMILES): CC.CC. The orbital gap comes out at 12.1 eV. For the LUMO energy, the calculation gives 1.118 eV. The charge is 0. The calculation puts the maximum force at 0.0534 Eh/bohr. The calculation puts the electronic energy at -159.54152 a.u.

CARTESIAN COORDINATES (ANGSTROEM)
C  2.110  1.163  -0.104
C  1.751  0.514  1.257
H  3.111  0.855  -0.425
H  1.490  0.943  -1.055
H  2.204  2.272  -0.192
H  1.711  1.109  2.178
H  2.383  -0.320  1.610
H  0.757  0.085  1.164
C  -2.668  -1.086  -0.816
C  -1.291  -0.539  -0.454
H  -2.873  -0.914  -1.858
H  -2.716  -2.142  -0.528
H  -3.310  -0.701  0.016
H  -1.219  -0.404  0.678
H  -1.067  0.337  -1.052
H  -0.374  -1.171  -0.419



(2)
A cluster of 2 separate species, C4H12 in total, computed with ωB97M-V/def2-TZVPD.

As for the structure (SMILES): CC.CC. The orbital gap comes out at 13.0 eV. For the LUMO energy, the calculation gives 1.143 eV. The charge is 0. The calculation puts the maximum force at 0.0107 Eh/bohr. The calculation puts the electronic energy at -159.58356 a.u.

CARTESIAN COORDINATES (ANGSTROEM)
C  -0.617  0.427  2.097
C  -1.995  0.485  1.450
H  -0.662  0.444  3.186
H  -0.030  -0.454  1.812
H  -0.028  1.311  1.860
H  -1.936  0.324  0.376
H  -2.434  1.458  1.652
H  -2.653  -0.272  1.875
C  1.856  0.036  -1.735
C  0.728  -0.992  -1.852
H  2.643  -0.080  -2.476
H  1.468  1.045  -1.849
H  2.320  -0.002  -0.745
H  0.167  -0.803  -2.770
H  0.061  -0.918  -0.998
H  1.112  -2.010  -1.885



(3)
A cluster of 2 separate species, C4H12 in total in a non-equilibrium geometry, computed with ωB97M-V/def2-TZVPD.

As for the structure (SMILES): CC.CC. The orbital gap comes out at 12.4 eV. For the LUMO energy, the calculation gives 1.082 eV. The charge is 0. The calculation puts the maximum force at 0.1114 Eh/bohr. The calculation puts the electronic energy at -159.51928 a.u.

CARTESIAN COORDINATES (ANGSTROEM)
C  -1.427  -0.852  0.538
C  -2.493  -1.124  1.614
H  -0.963  0.093  0.666
H  -0.615  -1.519  0.642
H  -1.942  -1.209  -0.400
H  -3.109  -0.206  1.830
H  -2.038  -1.630  2.448
H  -3.427  -1.644  1.321
C  2.486  1.619  -0.807
C  1.476  0.358  -1.243
H  2.786  2.098  -1.726
H  2.047  2.262  -0.181
H  3.560  1.416  -0.611
H  2.100  -0.474  -1.462
H  0.767  0.719  -2.149
H  0.792  0.091  -0.481



(4)
A cluster of 2 separate species, C4H12 in total in a non-equilibrium geometry, computed with ωB97M-V/def2-TZVPD.

As for the structure (SMILES): CC.CC. The orbital gap comes out at 12.9 eV. For the LUMO energy, the calculation gives 1.159 eV. The charge is 0. The calculation puts the maximum force at 0.0417 Eh/bohr. The calculation puts the electronic energy at -159.56588 a.u.

CARTESIAN COORDINATES (ANGSTROEM)
C  -0.900  1.217  -1.799
C  -0.395  -0.216  -2.256
H  -1.032  1.187  -0.724
H  -0.091  1.857  -2.131
H  -1.806  1.524  -2.322
H  0.648  -0.075  -2.470
H  -0.974  -0.635  -3.072
H  -0.676  -0.953  -1.501
C  1.131  0.135  2.067
C  0.189  -1.057  1.970
H  0.559  1.043  1.881
H  1.622  0.132  3.043
H  1.967  0.088  1.366
H  0.485  -1.878  2.637
H  0.090  -1.534  0.998
H  -0.816  -0.836  2.311



(5)
A cluster of 2 separate species, C4H12 in total in a non-equilibrium geometry, computed with ωB97M-V/def2-TZVPD.

As for the structure (SMILES): CC.CC. The orbital gap comes out at 12.2 eV. For the LUMO energy, the calculation gives 1.138 eV. The charge is 0. The calculation puts the maximum force at 0.0813 Eh/bohr. The calculation puts the electronic energy at -159.53728 a.u.

CARTESIAN COORDINATES (ANGSTROEM)
C  0.082  2.221  0.168
C  -1.337  1.608  -0.197
H  0.433  2.556  -0.785
H  0.123  2.803  1.070
H  0.870  1.508  0.135
H  -1.812  1.123  0.577
H  -1.198  0.851  -0.998
H  -2.094  2.299  -0.348
C  0.022  -2.332  0.256
C  1.212  -1.459  -0.173
H  0.410  -3.373  0.272
H  -0.438  -1.954  1.182
H  -0.818  -2.269  -0.433
H  2.064  -1.800  0.424
H  0.983  -0.339  -0.005
H  1.499  -1.443  -1.146



(6)
A cluster of 2 separate species, C4H12 in total in a non-equilibrium geometry, computed with ωB97M-V/def2-TZVPD.

As for the structure (SMILES): CC.CC. The orbital gap comes out at 12.2 eV. For the LUMO energy, the calculation gives 0.954 eV. The charge is 0. The calculation puts the maximum force at 0.0933 Eh/bohr. The calculation puts the electronic energy at -159.53413 a.u.

CARTESIAN COORDINATES (ANGSTROEM)
C  2.648  0.018  -1.179
C  2.985  -0.835  0.055
H  1.796  -0.352  -1.645
H  2.407  1.115  -0.961
H  3.583  -0.137  -1.787
H  2.256  -0.966  0.714
H  3.097  -1.988  -0.025
H  3.881  -0.495  0.520
C  -2.959  0.030  -0.024
C  -2.669  0.983  1.161
H  -3.937  -0.485  -0.129
H  -2.834  0.339  -1.038
H  -2.383  -0.949  0.086
H  -3.147  1.884  0.815
H  -1.631  1.042  1.312
H  -3.095  0.797  2.123



(7)
A cluster of 2 separate species, C4H12 in total in a non-equilibrium geometry, computed with ωB97M-V/def2-TZVPD.

As for the structure (SMILES): CC.CC. The orbital gap comes out at 12.7 eV. For the LUMO energy, the calculation gives 1.139 eV. The charge is 0. The calculation puts the maximum force at 0.0279 Eh/bohr. The calculation puts the electronic energy at -159.57409 a.u.

CARTESIAN COORDINATES (ANGSTROEM)
C  2.157  -1.430  0.993
C  1.474  -0.674  -0.174
H  1.534  -1.367  1.889
H  2.277  -2.472  0.714
H  3.079  -0.919  1.242
H  2.186  -0.683  -1.001
H  1.360  0.384  0.068
H  0.505  -1.072  -0.443
C  -2.217  0.951  0.233
C  -1.433  1.148  -1.053
H  -1.987  1.807  0.863
H  -3.263  0.707  0.094
H  -1.847  0.036  0.711
H  -1.048  0.187  -1.407
H  -0.523  1.730  -0.913
H  -1.953  1.587  -1.904



(8)
A cluster of 2 separate species, C4H12 in total in a non-equilibrium geometry, computed with ωB97M-V/def2-TZVPD.

As for the structure (SMILES): CC.CC. The orbital gap comes out at 12.6 eV. For the LUMO energy, the calculation gives 1.135 eV. The charge is 0. The calculation puts the maximum force at 0.1021 Eh/bohr. The calculation puts the electronic energy at -159.54137 a.u.

CARTESIAN COORDINATES (ANGSTROEM)
C  1.863  -0.861  0.897
C  0.940  -0.621  2.208
H  2.720  -1.461  1.328
H  1.316  -1.453  0.220
H  2.318  -0.068  0.441
H  1.010  0.464  2.344
H  1.265  -1.269  3.061
H  -0.024  -0.711  1.965
C  -1.780  0.163  -1.182
C  -1.035  1.326  -1.924
H  -2.518  -0.194  -1.855
H  -1.220  -0.641  -0.738
H  -2.297  0.712  -0.339
H  -0.679  0.862  -2.769
H  -1.711  2.021  -2.291
H  -0.168  1.731  -1.367



(9)
A cluster of 2 separate species, C4H12 in total in a non-equilibrium geometry, computed with ωB97M-V/def2-TZVPD.

As for the structure (SMILES): CC.CC. The orbital gap comes out at 11.8 eV. For the LUMO energy, the calculation gives 1.109 eV. The charge is 0. The calculation puts the maximum force at 0.0901 Eh/bohr. The calculation puts the electronic energy at -159.53641 a.u.

CARTESIAN COORDINATES (ANGSTROEM)
C  2.141  -1.589  0.542
C  1.973  -0.294  -0.306
H  2.985  -1.594  1.179
H  1.244  -1.535  1.318
H  2.090  -2.485  0.012
H  2.292  -0.356  -1.377
H  0.875  -0.167  -0.566
H  2.248  0.630  0.282
C  -2.121  1.684  -0.064
C  -1.817  0.266  -0.066
H  -1.841  2.366  0.808
H  -1.676  2.079  -1.070
H  -3.218  1.595  -0.318
H  -2.288  -0.263  -0.973
H  -2.157  -0.314  0.791
H  -0.728  -0.023  -0.192



(10)
A cluster of 2 separate species, C4H12 in total in a non-equilibrium geometry, computed with ωB97M-V/def2-TZVPD.

As for the structure (SMILES): CC.CC. The orbital gap comes out at 12.2 eV. For the LUMO energy, the calculation gives 1.089 eV. The charge is 0. The calculation puts the maximum force at 0.1245 Eh/bohr. The calculation puts the electronic energy at -159.52243 a.u.

CARTESIAN COORDINATES (ANGSTROEM)
C  -0.466  0.446  -2.279
C  -1.654  1.045  -1.474
H  -0.810  -0.342  -3.045
H  0.170  1.150  -2.739
H  0.301  -0.226  -1.553
H  -2.303  1.774  -2.124
H  -1.296  1.634  -0.629
H  -2.235  0.107  -1.123
C  1.042  -0.452  2.740
C  1.066  -0.922  1.132
H  0.363  -1.144  3.240
H  2.145  -0.624  3.032
H  0.905  0.558  2.701
H  0.132  -0.559  0.596
H  0.847  -1.960  0.904
H  1.794  -0.485  0.621



(11)
A cluster of 2 separate species, C4H12 in total in a non-equilibrium geometry, computed with ωB97M-V/def2-TZVPD.

As for the structure (SMILES): CC.CC. The orbital gap comes out at 12.8 eV. For the LUMO energy, the calculation gives 1.147 eV. The charge is 0. The calculation puts the maximum force at 0.0326 Eh/bohr. The calculation puts the electronic energy at -159.57089 a.u.

CARTESIAN COORDINATES (ANGSTROEM)
C  1.865  -0.955  -0.678
C  0.997  -1.799  -1.651
H  2.923  -0.986  -0.934
H  1.535  0.077  -0.778
H  1.763  -1.342  0.328
H  1.600  -2.261  -2.426
H  0.586  -2.697  -1.186
H  0.259  -1.165  -2.123
C  -2.120  1.655  1.406
C  -0.747  1.113  0.995
H  -2.080  2.741  1.486
H  -2.919  1.437  0.700
H  -2.433  1.335  2.400
H  -0.872  0.483  0.107
H  -0.081  1.906  0.660
H  -0.276  0.458  1.697



(12)
A cluster of 2 separate species, C4H12 in total in a non-equilibrium geometry, computed with ωB97M-V/def2-TZVPD.

As for the structure (SMILES): CC.CC. The orbital gap comes out at 12.5 eV. For the LUMO energy, the calculation gives 1.126 eV. The charge is 0. The calculation puts the maximum force at 0.0330 Eh/bohr. The calculation puts the electronic energy at -159.57141 a.u.

CARTESIAN COORDINATES (ANGSTROEM)
C  1.977  1.976  -0.105
C  0.961  0.952  0.326
H  2.709  1.705  -0.877
H  1.555  2.857  -0.595
H  2.634  2.225  0.738
H  0.428  0.568  -0.547
H  0.190  1.406  0.943
H  1.378  0.142  0.922
C  -1.471  -1.591  -0.844
C  -1.560  -1.364  0.639
H  -1.788  -2.554  -1.258
H  -1.920  -0.829  -1.484
H  -0.418  -1.647  -1.154
H  -1.128  -2.165  1.251
H  -2.560  -1.159  1.023
H  -0.987  -0.522  1.021



The lowest orbital gap belongs to which entry?
number 9



Copy entry 2 word for word.
A cluster of 2 separate species, C4H12 in total, computed with ωB97M-V/def2-TZVPD.

As for the structure (SMILES): CC.CC. The orbital gap comes out at 13.0 eV. For the LUMO energy, the calculation gives 1.143 eV. The charge is 0. The calculation puts the maximum force at 0.0107 Eh/bohr. The calculation puts the electronic energy at -159.58356 a.u.

CARTESIAN COORDINATES (ANGSTROEM)
C  -0.617  0.427  2.097
C  -1.995  0.485  1.450
H  -0.662  0.444  3.186
H  -0.030  -0.454  1.812
H  -0.028  1.311  1.860
H  -1.936  0.324  0.376
H  -2.434  1.458  1.652
H  -2.653  -0.272  1.875
C  1.856  0.036  -1.735
C  0.728  -0.992  -1.852
H  2.643  -0.080  -2.476
H  1.468  1.045  -1.849
H  2.320  -0.002  -0.745
H  0.167  -0.803  -2.770
H  0.061  -0.918  -0.998
H  1.112  -2.010  -1.885



Among the records above, which one has the highest orbital gap?
number 2